120
Properties=species:S:1:pos:R:3:forces:R:3:mulliken_charge:R:1 method="wB97M-V/def2-TZVPD" mol_weight_g_mol=1130.18 homo_energy_ev=-5.290 orbital_gap_ev=1.1709
C 2.18929 -1.85888 1.78932 -1.327 0.278 0.670 -1.9977
C 1.50107 -0.52151 1.38009 0.581 -0.694 0.441 0.7834
C 2.28309 0.47315 0.49913 -1.744 0.231 -0.053 -0.7862
C 1.51073 1.80605 0.58047 0.865 -0.176 -0.427 -0.5768
O 0.12235 1.46100 0.34240 0.024 -0.178 0.746 0.2396
N -0.72806 2.45780 0.68315 -0.611 1.008 -0.239 0.1770
C -1.57958 3.00739 -0.24040 -0.272 0.102 -1.689 0.0331
C -1.59674 2.50600 -1.66879 0.126 -0.549 1.273 -1.4027
C -2.31026 1.14885 -1.63428 -0.139 0.513 -0.230 0.5179
C -1.69434 -0.04403 -1.96202 -0.352 0.073 0.109 -0.4099
C -2.44733 -1.21453 -1.84902 0.481 -0.569 -0.084 -0.7366
C -3.75883 -1.21515 -1.42181 -0.910 -0.015 0.336 1.3568
C -4.58515 -2.47749 -1.25169 0.065 0.346 0.159 -1.5216
C -4.38790 0.00137 -1.10186 0.834 -0.440 -0.226 -1.1619
C -3.64641 1.15629 -1.21339 -0.268 0.540 0.232 -0.3467
C -2.34620 3.95675 0.36575 1.510 -0.500 0.071 -0.0847
S -3.60835 4.90872 -0.34837 -0.646 0.322 0.077 -0.1140
N -1.90022 3.93577 1.69578 -0.293 1.691 0.697 0.3688
C -2.41299 4.73079 2.82893 -0.762 -0.564 1.091 -1.0733
C -3.11752 3.75033 3.78156 0.060 0.262 -0.528 0.3029
C -2.83571 3.67756 5.13557 -0.260 0.230 -0.228 -0.6477
C -3.50681 2.72124 5.89268 -1.051 1.011 0.192 0.1988
C -4.41307 1.86177 5.30545 -1.014 -0.518 -0.663 -0.2382
C -4.72135 1.93796 3.94477 0.822 0.427 0.379 -1.1586
C -4.05100 2.89400 3.19828 -0.338 -0.296 -0.534 -0.1777
C -0.94904 3.05015 1.88394 0.645 -0.758 -0.093 -0.1229
N -0.31119 2.75196 3.09836 -0.546 -0.613 -1.535 0.1709
C -0.63309 1.58581 3.42319 -0.239 1.409 0.758 0.6129
O -1.02213 0.57266 3.76664 0.124 -0.867 -0.180 -0.3610
H 1.49396 -2.31593 2.57190 -0.536 1.290 -0.577 0.1679
H 3.18015 -1.64753 2.27272 -0.305 -0.043 -0.499 0.6638
H 2.27801 -2.60425 0.93095 0.173 0.805 1.002 0.5757
H 0.57112 -0.82699 0.89255 0.088 0.293 0.038 0.2026
H 1.24244 0.02634 2.29693 -0.060 -0.388 -0.004 -0.4163
H 3.32581 0.60655 0.78096 -0.078 -0.052 -0.079 0.4207
H 2.18751 0.14287 -0.53196 0.560 -0.029 0.030 0.2419
H 1.61800 2.30035 1.55027 -0.071 -0.026 -0.135 0.3472
H 1.83491 2.45017 -0.24705 -0.054 0.179 0.348 0.3564
H -0.54318 2.40008 -1.94753 -0.254 0.002 -0.438 0.2767
H -2.13167 3.22580 -2.28899 0.182 -0.059 0.007 0.4868
H -0.65546 -0.06058 -2.28261 -0.124 -0.073 0.028 0.4137
H -1.98719 -2.17841 -2.07071 0.004 0.179 -0.050 0.2692
H -5.55869 -2.31386 -1.72667 0.193 -0.310 -0.109 0.3724
H -4.08870 -3.36978 -1.64246 -0.139 0.122 -0.075 0.3276
H -4.80804 -2.64345 -0.18995 0.155 -0.015 -0.136 0.3118
H -5.41624 0.01264 -0.75502 0.095 0.186 -0.090 0.4800
H -4.12719 2.10046 -0.94326 -0.060 -0.149 -0.174 0.4148
H -2.95026 5.96624 -0.89796 0.397 -0.433 0.439 0.1940
H -1.60479 5.24991 3.34924 0.089 -0.119 -0.264 0.3408
H -3.14117 5.46120 2.46981 0.277 -0.129 -0.331 0.4472
H -2.10784 4.34863 5.58646 -0.028 -0.151 0.019 0.4620
H -3.31326 2.59856 6.95367 -0.914 1.530 -1.113 0.4711
H -4.92333 1.08935 5.87599 0.203 0.284 0.122 0.3838
H -5.42409 1.26857 3.46218 -0.008 0.064 0.147 0.4799
H -4.27574 2.94437 2.13131 0.045 0.172 0.147 0.4645
Cl 3.52885 -2.01186 -0.49240 1.076 -0.580 -1.219 -0.6935
N -1.86365 1.49502 6.76450 2.408 -1.769 0.917 -0.0871
S -2.40595 0.63858 7.98874 -0.993 -1.297 1.402 1.0798
O -2.00476 1.07794 9.28270 0.323 0.267 -0.267 -0.6156
O -2.50659 -0.77036 7.77508 0.267 0.139 -0.476 -0.6281
F -3.92833 1.10618 7.92557 0.155 -0.233 0.141 -0.2931
S -0.32158 1.35365 6.54747 1.793 0.445 0.928 0.7418
O 0.21114 2.35747 5.66980 -0.799 -0.115 -0.339 -0.4336
O 0.19518 0.03257 6.36010 -0.239 -0.423 -0.195 -0.6516
F 0.29642 1.78532 7.93881 -0.137 -0.058 -0.090 -0.3246
C 3.95268 -5.32672 -6.71678 0.342 -0.225 -0.037 -0.8726
O 2.77058 -4.98689 -5.97552 -0.192 -0.174 0.081 -0.2212
C 3.00098 -4.26204 -4.87291 -0.064 0.160 -0.070 0.7358
O 4.07271 -3.89810 -4.48179 0.031 -0.068 0.017 -0.5600
O 1.82270 -4.01817 -4.28493 -0.138 -0.211 -0.083 -0.3118
C 1.91222 -3.24006 -3.07452 -0.178 0.083 0.167 -0.8156
H 3.63513 -5.90403 -7.57803 -0.173 0.030 0.065 0.2304
H 4.45694 -4.43105 -7.06433 0.028 0.011 0.128 0.3960
H 4.62385 -5.93747 -6.11466 -0.024 0.114 0.110 0.3369
H 2.33513 -2.25962 -3.27444 0.207 -0.103 0.055 0.3687
H 2.49649 -3.75463 -2.31756 0.213 0.130 -0.103 0.3817
H 0.89616 -3.11316 -2.70471 -0.059 -0.089 -0.186 0.2563
C 1.02481 -7.83851 -4.69749 -0.290 0.449 -0.531 -1.4809
S 2.27619 -9.14311 -4.98246 1.339 0.602 -3.179 0.2416
O 3.36841 -8.54740 -5.75671 0.058 -0.026 0.073 -0.4265
C 1.26517 -10.12113 -6.10643 -0.138 -0.103 0.045 -0.9067
H 1.45462 -7.08392 -4.03054 0.049 0.076 -0.181 0.5489
H 0.75850 -7.37546 -5.64404 0.137 0.055 0.001 0.3165
H 0.13274 -8.26947 -4.22821 -0.302 0.719 -0.982 0.6276
H 0.98189 -9.51013 -6.96245 0.036 0.072 0.046 0.2991
H 0.37196 -10.48415 -5.59085 -0.023 -0.024 -0.058 0.3867
H 1.85714 -10.97032 -6.44223 0.074 0.032 0.073 0.3480
K 1.14825 -9.39052 -2.81403 -0.872 -1.635 4.629 1.0286
C 4.33512 7.59195 7.91360 0.100 -0.054 -0.366 -1.1880
C 2.97099 6.95759 8.09329 0.496 0.275 0.245 -0.2458
O 2.31474 6.78377 6.81958 1.905 0.395 -0.765 -0.3695
C 2.73405 5.71052 6.10676 -0.076 0.562 0.414 0.7783
O 3.55703 4.91397 6.46107 0.166 -0.093 -0.053 -0.5875
O 2.08629 5.71347 4.94843 -0.014 0.032 -0.270 -0.2779
C 2.47334 4.66098 4.06860 0.016 -0.173 -0.097 -0.4586
H 4.25654 8.51833 7.34166 -0.043 0.063 0.119 0.2898
H 4.78267 7.81073 8.88359 -0.043 0.007 0.025 0.3739
H 5.00669 6.93113 7.36473 -0.005 -0.064 0.089 0.3063
H 2.32992 7.61327 8.67596 -0.230 -0.027 -0.227 0.3914
H 3.03167 6.01013 8.62267 -0.045 -0.106 -0.196 0.3385
H 2.40595 3.69362 4.56375 0.028 0.041 0.070 0.2382
H 3.48497 4.83537 3.69865 0.038 -0.067 0.087 0.4525
H 1.78119 4.67436 3.23062 -0.102 0.161 0.067 -0.0201
Ca 2.76845 -3.49004 3.42511 0.870 -0.934 0.626 1.0549
O -6.51222 3.51196 -0.86435 0.316 -0.315 0.093 -0.8622
H -5.93689 4.26414 -1.02683 -0.150 0.101 -0.090 0.1264
Cl 0.44091 5.81126 7.61477 -2.276 -1.013 0.787 -0.3822
C -0.41492 -2.22024 -9.81606 0.086 -0.039 -0.321 -1.4787
C 0.68410 -2.81833 -8.97197 -0.514 0.295 -0.344 0.6313
C 1.63235 -1.81507 -8.36778 -0.006 0.084 0.362 -0.5015
O 2.82234 -2.59639 -8.20617 -0.024 -0.095 -0.174 -0.3135
C 2.79977 -3.55954 -9.16160 0.072 0.031 -0.149 0.6856
O 3.72114 -4.26210 -9.42632 -0.094 0.063 -0.185 -0.5444
O 1.58615 -3.60815 -9.76976 0.236 0.000 0.330 -0.3661
H -1.18543 -1.77492 -9.18702 0.023 -0.032 0.036 0.3889
H -0.02435 -1.44953 -10.48223 0.046 0.000 0.044 0.3448
H -0.87141 -2.98331 -10.44623 -0.069 -0.043 0.125 0.3594
H 0.25614 -3.47401 -8.20782 0.118 0.012 0.065 0.2114
H 1.28989 -1.42514 -7.41176 0.185 -0.106 0.086 0.3050
H 1.85851 -0.98129 -9.03628 -0.122 -0.047 -0.085 0.3173